No. 1
{
  "formula": "C7H29NO9",
  "method": "wB97M-V/def2-TZVPD",
  "smiles": "CCc1c[nH]c(C)c1.O.O.O.O.O.O.O.O.O",
  "total_charge": 0,
  "elements": ["H", "H", "C", "H", "H", "H", "H", "O", "H", "H", "H", "O", "H", "C", "H", "O", "C", "H", "O", "C", "H", "O", "H", "H", "H", "H", "H", "H", "H", "H", "O", "H", "O", "C", "H", "H", "C", "H", "H", "H", "H", "C", "O", "H", "O", "N"],
  "positions_angstrom": [[2.1232, 1.1395, -1.6867], [-3.0682, 0.9814, 0.5618], [-1.3871, -0.0635, 0.6398], [1.0888, -3.8254, 0.9819], [-0.9591, 3.0916, 1.1523], [-2.1716, 1.6494, -0.6043], [0.7076, -0.0353, -1.9139], [-0.7667, -0.2937, 4.3572], [-0.6874, -0.2244, 3.3988], [0.8421, 0.0982, 1.0369], [-1.1078, 1.8974, 2.3544], [-0.9256, -3.7282, -1.5571], [0.6254, 3.4753, 3.2284], [-2.1610, -1.1861, 0.6990], [1.9544, -2.3343, 1.4929], [-0.5518, 3.9351, -1.3495], [-0.0508, -0.4941, 0.9339], [1.0330, 1.0030, -4.1702], [2.3351, -2.4712, -0.9904], [-1.6291, 2.3001, 1.4830], [-0.2190, 0.2185, -4.6739], [1.0099, 2.6274, 2.9767], [-0.7071, 0.5818, 4.7407], [-1.7037, -3.1487, 1.3037], [1.8863, 3.0988, -0.7749], [1.9486, 2.6865, 3.2151], [0.8907, -3.1560, 2.4631], [1.5877, -2.8797, -1.4439], [1.5521, 2.1489, 0.3004], [-1.3982, 3.4770, -1.4818], [2.2003, 2.2530, -0.4038], [-0.0585, 3.1149, -1.2229], [2.3119, 0.2189, -2.0136], [0.9929, -2.8277, 1.4003], [-3.2371, -1.2498, 0.6617], [-0.5507, -3.0080, -1.0399], [-2.0255, 1.2941, 0.4260], [3.2292, 0.0010, -1.8021], [-2.5098, 2.5965, 2.0633], [-0.7383, 0.2838, -2.5960], [-1.2481, -3.3870, -2.3928], [-0.0781, -1.8486, 1.1116], [-0.1234, -0.3965, -2.3033], [2.3617, -1.5794, -1.3783], [0.2977, 1.0161, -4.7748], [-1.3738, -2.2817, 0.9364]],
  "forces_ev_per_a": [[0.894, -0.961, 0.253], [-0.175, 0.552, 0.420], [0.083, -0.030, -0.255], [-0.294, 0.444, -1.216], [-0.570, 0.389, -0.129], [1.140, 0.150, 0.008], [-1.138, -0.389, -0.581], [-0.123, -0.521, 0.214], [0.080, 0.260, -0.040], [0.102, 0.098, -0.156], [0.429, -0.846, -0.609], [0.218, -0.723, 0.072], [0.092, -0.046, -0.030], [-0.382, -0.034, 0.065], [0.120, -0.052, -0.721], [-0.305, -1.065, -0.033], [-0.086, 0.228, -0.131], [0.236, -0.577, 0.367], [0.159, 0.372, -0.579], [-0.131, 0.188, 1.263], [0.351, -0.360, 0.310], [0.531, 0.051, -0.002], [0.087, 0.209, -0.282], [-0.150, -0.417, -0.153], [0.681, -0.079, 0.024], [-0.381, 0.016, 0.011], [-0.414, 0.338, -0.127], [0.080, -0.119, -0.020], [0.002, -0.457, 0.595], [-0.289, 0.845, -0.080], [-0.795, 1.267, -0.281], [0.543, 0.174, 0.033], [0.487, 0.667, -0.394], [0.699, -0.273, 3.252], [0.029, -0.141, -0.141], [-0.346, 0.367, -0.276], [-0.954, -1.558, 0.435], [-0.097, 0.510, 0.013], [-0.136, 1.016, -0.780], [0.401, 0.164, 0.341], [0.134, 0.400, 0.058], [-0.136, -1.013, -0.586], [-0.290, -0.441, 0.169], [-0.294, -0.518, 0.244], [-0.472, 0.940, -0.862], [0.378, 0.976, 0.319]],
  "lowdin_charge": [0.04, 0.10, -0.25, 0.08, 0.05, 0.09, -0.01, -0.05, 0.00, 0.11, 0.04, -0.05, 0.05, -0.08, 0.08, -0.05, -0.03, 0.00, -0.05, -0.10, 0.02, -0.06, 0.02, 0.16, 0.07, 0.06, 0.09, 0.03, 0.04, 0.04, -0.03, 0.00, -0.09, -0.06, 0.12, -0.01, -0.20, 0.08, 0.08, 0.03, 0.04, -0.34, -0.07, 0.00, -0.05, 0.07]
}

=====

No. 2
{
  "formula": "C7H30N10O9",
  "method": "wB97M-V/def2-TZVPD",
  "smiles": "NC(N)=O.NC(N)=O.NC(N)=O.NC(N)=O.NC(N)=O.OCCO.O.O",
  "total_charge": 0,
  "elements": ["H", "H", "N", "C", "H", "H", "H", "N", "O", "H", "N", "H", "H", "N", "H", "H", "H", "H", "N", "N", "O", "N", "O", "C", "H", "H", "H", "N", "H", "H", "C", "H", "H", "H", "H", "H", "O", "H", "H", "N", "H", "C", "N", "O", "O", "H", "O", "O", "C", "H", "H", "C", "O", "H", "C", "H"],
  "positions_angstrom": [[-3.0022, -0.7569, 2.6706], [-3.8259, -0.3173, -1.6259], [-2.4555, -0.7525, 3.5198], [0.3328, -5.9830, 1.4243], [-3.4818, 3.2900, 1.4839], [-1.3921, -4.6089, 1.5355], [-0.9862, 0.5172, -7.0247], [-0.8638, -0.2850, 4.8261], [6.0031, 5.1559, -2.1653], [3.4390, 5.5145, -1.8151], [-0.8560, -0.3991, -6.6203], [5.9398, 3.1889, 3.6556], [4.9131, 2.2955, -1.5805], [-0.5764, -1.7023, -5.1828], [1.9461, -6.6785, 0.5680], [-5.1601, 0.5926, -2.6426], [-0.1572, -6.5878, 2.1874], [-0.6446, -2.1664, -4.2883], [-5.9962, 0.0765, -2.4087], [3.8259, 4.5822, -1.8492], [0.5738, 1.5132, -1.0344], [5.1511, 3.4695, 4.2207], [-4.4134, 3.1968, 1.2845], [-0.8241, -5.0853, 0.7365], [-1.0120, -1.0961, 5.4094], [0.4525, -3.5912, 0.4993], [-2.6525, -1.3577, 4.3041], [-4.5748, -0.8714, -1.2357], [5.1950, 4.2337, 4.8796], [-1.3235, -5.7040, -0.0092], [5.1204, 4.3115, -1.9431], [-6.8844, 0.5572, -2.3926], [-0.0480, 0.9034, -1.4316], [1.0408, -5.3310, 1.9359], [-0.2466, 0.4585, 5.1200], [-0.7673, -1.2522, -7.1537], [3.1390, 2.8172, 5.0124], [-0.1657, -2.1650, -5.9811], [-4.2669, -1.6498, -0.6706], [5.4941, 3.0353, -1.9483], [6.4927, 2.8896, -1.9891], [-5.8235, -0.7551, -1.4159], [3.9977, 2.2563, 2.9896], [-6.7379, -1.3713, -0.8444], [-1.0276, 0.9726, 3.1070], [0.3108, 1.5592, -0.1151], [0.9999, -6.8202, 0.4888], [-0.1662, -4.1036, -0.0265], [-1.0450, -0.5251, -5.3463], [-4.8240, 3.0236, 2.1316], [3.1820, 3.8332, -1.6379], [4.0330, 2.8187, 4.1492], [-1.5835, 0.2872, -4.6041], [4.5852, 2.6347, 2.2603], [-1.4563, 0.0485, 3.7573], [3.0735, 1.8834, 2.8259]],
  "forces_ev_per_a": [[0.124, 0.064, 0.381], [-0.529, -0.091, -0.098], [-3.184, -2.098, -1.225], [-1.697, 0.386, -0.489], [0.298, -0.003, 0.057], [-0.593, -0.402, -0.107], [-0.176, -0.456, -0.443], [3.906, -0.434, 5.898], [-1.005, 0.011, 0.475], [0.615, -0.172, -0.062], [-0.269, 3.755, -5.865], [-0.130, 0.500, 0.374], [0.159, 0.100, -0.153], [1.661, -6.201, 4.745], [-0.065, -0.006, -0.080], [-0.714, 0.406, -0.430], [0.043, -0.266, 0.109], [0.103, -0.185, -0.268], [-1.934, 2.980, -2.663], [-2.334, -0.163, 0.623], [0.313, 0.125, -0.053], [3.789, 3.007, 1.981], [-0.134, 0.005, -0.253], [3.340, -0.955, 0.635], [-0.019, 0.408, -0.209], [-0.084, -0.079, 0.234], [-0.731, -0.125, -0.826], [6.696, -2.658, 3.028], [0.529, -0.393, -0.006], [-0.544, 0.065, 0.523], [2.665, 2.476, -1.305], [0.193, 0.132, -0.383], [-0.167, -0.115, -0.252], [-0.016, 0.241, -0.003], [0.329, -0.548, 0.486], [-0.193, 1.259, -0.647], [0.821, -0.166, -0.982], [0.141, -0.297, 1.243], [0.016, 0.211, 0.033], [0.141, -2.525, 0.492], [-0.313, 0.016, 0.054], [-4.706, -1.441, 0.646], [-2.059, -3.195, -3.608], [1.046, 0.465, -0.173], [-0.232, 1.563, -1.810], [-0.113, 0.032, 0.336], [-0.257, 0.301, 0.136], [-0.139, 0.750, -0.971], [-1.786, 2.468, 0.801], [-0.126, -0.050, 0.196], [-0.005, 0.199, -0.122], [-2.567, 0.827, 3.183], [0.488, -0.371, 0.565], [-0.695, -0.304, -0.076], [-0.176, 1.230, -2.821], [0.277, -0.285, -0.853]],
  "lowdin_charge": [0.12, 0.12, 0.17, -0.23, 0.03, 0.11, 0.13, 0.16, -0.01, 0.12, 0.13, 0.11, 0.10, 0.15, 0.08, 0.11, 0.10, 0.13, 0.16, 0.17, -0.06, 0.15, -0.06, -0.21, 0.12, 0.08, 0.11, 0.16, 0.12, 0.12, -0.73, 0.12, 0.02, 0.11, 0.13, 0.11, 0.01, 0.12, 0.12, 0.14, 0.11, -0.79, 0.15, 0.01, 0.03, 0.02, -0.06, -0.09, -0.78, 0.03, 0.10, -0.78, 0.03, 0.11, -0.84, 0.12]
}

=====

Number 1: E_tot -27646.0001 eV. Number 2: E_tot -41074.2524 eV.